Density functional theory data (ωB97M-V with the def2-TZVPD basis set) for 2 unconnected molecules or ions with the total composition C29H56F3N4O3S in a non-equilibrium geometry.

```
96
Properties=species:S:1:pos:R:3:forces:R:3:lowdin_charge:R:1
C -4.4843 -2.0824 2.7895 0.3 -0.7 -0.6 -0.1503
C -3.4864 -3.3673 2.4936 0.5 0.6 0.3 -0.2732
C -2.0569 -3.2449 3.3277 0.2 -0.1 -0.9 -0.2233
C -0.9082 -4.2112 2.5955 -0.3 0.1 1.0 -0.2097
C 0.1331 -4.8980 3.6883 0.2 -0.5 -1.4 -0.2045
C 1.6831 -4.3785 3.4563 0.0 -0.6 1.4 -0.2257
C 2.1014 -3.1320 4.4746 0.3 -0.7 -1.1 -0.2043
C 3.7376 -3.2606 4.7837 -0.3 0.9 -1.0 -0.2058
C 4.4930 -1.7706 4.7120 -0.5 -1.0 -0.8 -0.1982
C 4.6721 -1.4762 3.0757 0.0 0.5 1.0 -0.2169
C 5.1507 0.0576 2.7409 -1.1 0.2 0.7 -0.2137
C 4.1926 0.6539 1.5459 0.4 0.9 0.5 -0.2378
C 4.4000 -0.0701 0.0801 1.1 -0.5 0.6 -0.2194
C 3.1764 -1.0750 -0.3572 1.2 -0.1 -0.4 -0.1730
C 2.0972 -0.4253 -1.4137 -2.8 -1.9 1.5 -0.5420
C 2.1089 -0.9216 -2.9763 0.4 0.5 -0.8 -0.1427
C 3.1798 -0.1440 -3.9454 -0.8 0.7 0.5 -0.1641
O 2.5953 -0.1719 -5.3182 1.0 -2.2 1.3 -0.1805
C 2.5762 -1.5389 -5.8614 0.1 -0.1 -1.4 -0.0826
C 1.0405 -2.0764 -6.2445 0.1 -1.4 -1.4 -0.1896
F 0.2926 -2.5819 -5.0614 1.8 1.9 -3.8 -0.0060
F 0.2722 -1.1111 -7.0671 2.3 -3.4 3.3 0.0312
F 1.2672 -3.2807 -7.1260 -1.0 3.7 2.9 -0.0119
C 0.5812 -0.9397 -0.9294 -1.7 -3.7 1.1 -0.1240
N -0.3552 0.0184 -0.1982 2.8 3.2 -0.5 -0.0906
C -1.7249 -0.4231 0.3578 -0.8 -1.1 0.2 -0.1030
C -2.8455 -0.3132 -0.8339 0.2 0.8 -1.2 -0.1426
C -3.0565 1.2363 -1.4123 0.0 -0.6 0.3 -0.1706
C -3.7471 2.2084 -0.2870 -0.9 -1.8 0.1 -0.2221
N -3.8376 3.6696 -0.6681 2.6 0.3 0.7 -0.0218
C -2.5116 4.2484 -1.1103 3.4 2.4 2.5 -0.3776
N -1.6648 4.9978 -0.2835 -4.5 -3.1 -2.9 0.0815
N -2.0011 4.1020 -2.5594 -0.1 0.2 2.2 0.0355
C 0.2261 1.2727 -0.1365 -3.3 -2.3 1.3 -0.3523
O -0.5897 2.2582 0.5898 3.1 -2.6 -0.8 -0.0218
S 1.8867 1.3885 -0.9956 -1.9 0.4 0.7 1.0494
H -5.0726 -2.3105 3.7941 1.2 0.9 -2.3 0.0925
H -3.8690 -1.0692 2.8442 -1.3 -2.1 0.1 0.0626
H -5.2007 -1.9940 1.8519 1.1 -0.1 2.2 0.0749
H -3.2287 -3.4097 1.3292 -0.6 0.0 2.5 0.1006
H -4.0394 -4.3603 2.7975 1.2 1.9 -0.7 0.1185
H -1.6425 -2.1394 3.2199 -1.0 -2.1 0.5 0.0916
H -2.1901 -3.5077 4.4800 0.3 0.6 -2.6 0.1217
H -0.2572 -3.5192 1.8878 -1.5 -1.6 1.1 0.0817
H -1.4777 -5.0654 2.0044 1.3 1.9 1.0 0.1153
H 0.1398 -6.0578 3.4430 -0.1 2.4 0.8 0.1137
H -0.2588 -4.7268 4.7782 0.9 -0.3 -2.1 0.1054
H 2.4036 -5.2775 3.7539 -1.5 1.9 -0.8 0.1142
H 1.8680 -4.1142 2.3215 -0.3 -0.5 2.3 0.1037
H 1.8532 -2.1425 3.8723 0.6 -1.7 1.6 0.0964
H 1.4452 -3.2041 5.4414 1.4 0.3 -1.8 0.1107
H 3.9643 -3.8348 5.7788 -0.6 1.1 -2.0 0.1161
H 4.1747 -3.8594 3.8496 -0.8 1.1 2.2 0.1043
H 5.5186 -1.8757 5.2659 -1.9 0.5 -1.1 0.1133
H 3.8070 -0.9266 5.1867 1.6 -1.8 -0.9 0.1184
H 5.4396 -2.2470 2.6388 -1.7 1.3 0.7 0.1204
H 3.5753 -1.6004 2.6320 2.5 0.0 0.7 0.0830
H 6.3044 0.1852 2.5542 -2.4 -0.4 0.1 0.1232
H 4.9064 0.7001 3.7162 0.6 -1.3 -2.1 0.1184
H 4.4141 1.8255 1.4964 -0.5 -2.5 -0.2 0.1213
H 3.0789 0.5523 1.9213 2.1 0.1 -0.8 0.1025
H 5.3657 -0.7616 0.1978 -2.1 1.5 -0.3 0.1293
H 4.6887 0.7339 -0.7284 -0.8 -1.6 1.4 0.1083
H 3.6676 -1.9994 -0.9076 -1.2 1.8 1.1 0.1360
H 2.6827 -1.4583 0.6475 0.7 0.9 -2.3 0.1093
H 1.0319 -0.7271 -3.4530 2.5 -0.3 1.1 0.1391
H 2.3154 -2.0871 -3.0622 -0.5 2.4 0.7 0.1452
H 3.2241 0.9959 -3.6322 -0.2 -2.3 -0.9 0.1333
H 4.2757 -0.5509 -3.8922 -2.1 0.5 -0.3 0.1460
H 3.1547 -1.5241 -6.9024 -1.5 0.0 2.2 0.1688
H 3.1228 -2.3397 -5.1983 -1.4 1.5 -1.1 0.1525
H -0.0899 -1.4820 -1.7432 1.7 1.5 1.2 0.1486
H 0.6733 -1.8129 -0.1206 0.3 1.7 -1.7 0.1414
H -1.6177 -1.5645 0.6898 0.0 2.5 -0.8 0.1320
H -2.0028 0.1627 1.3404 0.7 -1.0 -2.2 0.1249
H -2.4166 -0.9283 -1.7610 -1.1 1.1 2.1 0.1256
H -3.9050 -0.7308 -0.5642 2.3 0.5 -0.1 0.1278
H -2.0022 1.5774 -1.7884 -2.1 -0.3 0.8 0.0866
H -3.7660 1.1744 -2.3454 1.5 0.2 1.8 0.1364
H -3.2576 2.0210 0.7838 -0.7 0.6 -2.2 0.1113
H -4.8727 1.8286 -0.1686 2.4 0.8 -0.3 0.1420
H -4.0499 4.1677 0.2461 0.3 -0.6 -1.7 0.1221
H -2.1073 5.0698 0.6635 0.3 -0.1 -0.8 0.0334
H -1.1215 3.5122 -2.5337 -1.4 1.0 0.1 0.0666
H -1.6662 5.0684 -2.8007 -0.4 -1.2 0.4 0.0743
H -0.7182 1.9132 1.5350 0.4 0.5 -1.8 0.1497
C -3.4828 8.2598 -3.4786 0.0 0.5 0.1 -0.0278
C -4.8998 7.8667 -3.1567 -1.3 1.2 0.5 -0.4913
O -5.7318 8.7039 -2.8107 1.2 -1.2 -0.5 0.0549
C -5.2594 6.4097 -3.2742 -0.5 0.1 0.1 -0.0246
H -3.3682 9.3414 -3.3505 0.0 -0.3 0.0 0.0867
H -2.7931 7.7521 -2.7997 0.0 -0.1 -0.2 0.0736
H -3.2529 8.0042 -4.5161 0.1 -0.1 0.1 0.0862
H -4.6488 5.8196 -2.5862 0.1 -0.1 -0.2 0.0567
H -5.1087 6.0717 -4.3025 0.2 -0.1 0.1 0.0884
H -6.3140 6.2740 -3.0115 0.2 0.1 -0.1 0.0864
```
Positions in Å, forces in eV/Å.

Output
- Gap between HOMO and LUMO: 6.9 eV
- Energy: -62051.085 eV
- LUMO level: -4.0 eV
- Net charge: +1
- Multiplicity: 1
- HOMO energy: -10.89 eV

***

Density functional theory data (ωB97M-V with the def2-TZVPD basis set) for C4H7IN2O in the gas phase in a non-equilibrium geometry.

```
15
Properties=species:S:1:pos:R:3:forces:R:3:nbo_charge:R:1
C 0.1168 0.6817 1.2750 0.7 0.4 -0.7 -0.1190
C 0.7847 -0.3709 0.8547 0.0 0.5 0.2 -0.1640
C -1.2655 0.9523 0.6768 0.8 -0.9 1.2 -0.0950
C 0.4953 -0.9874 -1.5281 -0.7 1.0 -1.4 -0.4241
N 0.2099 -1.2957 -0.0984 1.1 -1.4 -0.2 0.0027
N 0.3114 -2.5535 0.0489 -0.7 0.1 0.9 -0.2558
O -1.6368 -0.0952 -0.0668 0.0 -1.8 -0.1 -0.7234
I 0.5644 -3.2644 2.0123 -0.2 0.3 -0.7 0.2644
H 0.7503 1.3166 1.9006 -0.8 0.3 0.0 0.2172
H 1.8321 -0.5171 1.1361 -0.5 -0.6 -0.2 0.2371
H -1.8685 1.2309 1.5480 -0.7 0.0 0.0 0.1516
H -1.1998 1.7583 -0.0066 0.4 1.9 -0.3 0.1746
H 1.5668 -0.6457 -1.4939 -0.9 -0.7 -0.6 0.2128
H 0.2334 -1.8744 -2.2710 0.8 1.9 2.0 0.2556
H -0.1475 -0.0904 -1.7308 0.6 -1.0 -0.1 0.2653
```
Positions in Å, forces in eV/Å.

Output
- Gap between HOMO and LUMO: 7.4 eV
- Energy: -17383.930 eV
- LUMO level: -0.8 eV
- Energy above the lowest of the compared OMol25 structures with the same formula, charge and spin: 128.7 kcal/mol
- Multiplicity: 1
- HOMO energy: -8.20 eV

***

Density functional theory data (ωB97M-V with the def2-TZVPD basis set) for 20 unconnected molecules or ions with the total composition C9H54B3Br2FO24 in a non-equilibrium geometry.

```
93
Properties=species:S:1:pos:R:3:forces:R:3:lowdin_charge:R:1
C -0.0494 -3.8332 0.3428 0.0 0.1 -0.4 -0.0528
C 1.2624 -3.2416 -0.0931 0.0 0.5 0.1 -0.1821
O 1.0043 -2.0335 -0.8618 -0.1 -0.4 -0.2 -0.0107
C 2.0310 -1.2352 -1.1975 0.4 -0.5 1.2 -0.4982
O 3.0078 -1.0837 -0.4804 -0.6 0.0 -0.6 0.0889
C 1.7559 -0.5708 -2.5028 -0.2 0.7 0.3 -0.0870
C 0.6105 0.4568 -2.3283 0.7 -0.4 0.0 -0.1565
C 1.1263 1.6957 -1.6149 -0.4 0.2 -0.5 -0.0414
B 0.1777 2.8738 -1.3139 -0.2 0.7 -0.7 -0.4582
O -1.2256 2.8310 -1.3024 0.6 -0.8 0.6 0.3393
B -1.7062 3.3194 -0.1167 -0.6 0.2 -0.4 -0.7531
F -2.7235 2.6809 0.4538 -0.2 0.3 0.0 0.2726
O -1.1261 4.3835 0.5038 -0.1 -0.2 1.0 0.3240
B 0.2465 4.4883 0.3307 -0.3 0.4 -0.4 -0.6825
C 1.1366 4.9406 1.5389 0.2 0.3 -0.5 -0.5892
Br 1.0089 3.5156 2.8320 -0.3 -0.1 0.4 0.9048
C 2.5805 5.2829 1.2532 0.0 0.2 0.1 -0.7713
C 2.6940 6.4154 0.2640 0.3 0.0 0.0 -0.1163
Br 3.6170 3.7550 0.6478 0.1 -0.2 -0.1 0.8207
O 0.7121 4.1243 -0.9073 0.5 -0.9 0.4 0.2486
H -0.4284 -3.3418 1.2192 -0.2 0.2 0.4 0.0473
H 0.0833 -4.8899 0.5303 0.0 -0.2 0.2 0.0563
H -0.7673 -3.7491 -0.4646 -0.2 0.0 -0.2 0.0683
H 1.8994 -3.0002 0.7491 0.1 0.1 0.2 0.1152
H 1.7991 -3.9183 -0.7450 0.2 -0.2 -0.3 0.1170
H 2.6677 -0.0740 -2.8034 0.2 0.1 -0.3 0.1239
H 1.4775 -1.3458 -3.2002 0.0 -0.1 -0.3 0.1043
H 0.2279 0.7114 -3.3073 -0.2 0.1 -0.2 0.1242
H -0.1514 -0.0432 -1.7513 -0.5 0.0 0.0 0.0860
H 1.9478 2.1232 -2.1829 0.4 0.1 0.0 0.1306
H 1.5295 1.4099 -0.6449 0.3 0.0 0.3 0.1151
H 0.7018 5.8192 2.0028 -0.2 0.1 0.2 0.1133
H 3.0561 5.5704 2.1792 0.2 0.0 0.3 0.0852
H 2.0866 7.2516 0.5912 -0.2 0.2 0.0 0.0954
H 3.7187 6.7575 0.2285 0.3 0.1 -0.1 0.0826
H 2.4114 6.1114 -0.7332 -0.2 -0.1 -0.3 0.0789
O -1.1241 6.2522 -2.2638 0.0 0.0 0.0 -0.0258
H -0.4246 5.6877 -1.9173 0.0 0.0 -0.1 0.0161
H -1.8522 6.1580 -1.6397 -0.1 0.1 0.0 0.0347
O -2.2383 1.1274 2.8871 0.1 0.0 0.0 -0.0412
H -2.4301 1.6208 2.0825 -0.1 0.0 0.0 0.0041
H -1.3411 0.7942 2.7663 0.0 0.1 0.0 0.0328
O 0.8518 -6.9974 -0.2115 0.2 -0.3 0.1 -0.0601
H 0.6217 -7.3853 -1.0660 -0.2 0.2 -0.1 0.0289
H 1.8126 -7.0033 -0.1539 0.0 0.0 -0.1 0.0570
O 0.2439 -9.9889 -0.0242 0.1 -0.1 0.1 -0.0477
H 0.4697 -9.0588 0.1040 -0.1 0.2 0.1 0.0083
H -0.6297 -10.0821 0.3643 -0.1 0.0 0.0 0.0557
O 1.6855 0.5532 2.1476 0.0 -0.2 -0.2 -0.1108
H 2.0515 -0.1680 1.6194 0.0 -0.2 -0.1 0.0200
H 2.2641 1.2935 1.9309 0.0 0.1 0.1 -0.0481
O 7.0898 3.2784 -0.1099 0.0 0.0 -0.1 -0.0770
H 6.2618 2.8172 0.0556 0.0 0.0 0.0 -0.0268
H 7.5616 3.2357 0.7258 0.0 0.0 0.1 0.0327
O -2.9423 8.3752 -1.1632 0.0 -0.2 0.0 -0.0488
H -2.3003 8.2634 -1.8731 0.1 0.0 0.0 0.0219
H -3.7520 8.6692 -1.5949 0.0 0.2 0.0 -0.0097
O 0.1359 -2.8465 3.4954 0.1 0.3 0.1 -0.0423
H 0.2379 -1.8862 3.4340 0.0 -0.2 0.0 0.0518
H -0.6506 -2.9696 4.0365 0.0 0.0 0.1 0.0577
O -1.5750 -7.4355 -1.4421 0.0 -0.3 0.1 -0.0543
H -2.1967 -7.6963 -2.1253 0.0 0.0 -0.1 0.0410
H -1.9926 -6.6685 -1.0350 0.1 0.2 -0.1 0.0246
O -2.7461 -4.7724 -2.1407 -0.1 0.1 0.3 -0.0599
H -3.3529 -5.0240 -2.8458 0.1 0.0 -0.2 0.0299
H -3.1696 -4.0387 -1.6843 0.0 0.0 0.0 0.0468
O -2.2273 -0.0404 -0.8548 0.0 -0.1 0.1 -0.0328
H -2.1085 0.9143 -0.9227 -0.1 -0.1 -0.1 0.0059
H -2.7175 -0.1841 -0.0398 0.0 0.0 0.0 0.0417
O -2.7016 4.2206 3.6455 -0.1 -0.1 0.1 -0.0583
H -2.4577 3.2974 3.7943 0.0 0.0 -0.1 0.0109
H -2.0525 4.5551 3.0219 0.1 -0.1 -0.1 -0.0015
O 2.7406 -3.3272 -3.9245 0.0 0.0 0.0 -0.0428
H 2.8019 -4.2845 -3.9828 0.0 -0.1 0.0 0.0384
H 3.5272 -3.0048 -4.3737 0.0 0.0 0.0 0.0442
O 1.8406 -4.1471 5.6296 0.1 0.0 0.1 -0.0707
H 1.9527 -3.4623 6.2937 0.0 0.1 0.1 0.0127
H 1.4307 -3.6749 4.8932 -0.1 0.0 -0.2 -0.0103
O -0.2065 -2.2494 7.1319 0.1 0.0 -0.1 -0.0555
H 0.1126 -1.7026 7.8548 0.0 0.0 0.1 0.0378
H -0.2203 -3.1463 7.4797 0.0 -0.1 0.0 0.0375
O -2.2854 -5.4677 -4.8691 -0.2 0.0 -0.1 -0.0535
H -1.7827 -6.1972 -5.2395 0.0 0.0 0.0 0.0400
H -1.6313 -4.8114 -4.6116 0.0 0.0 0.1 0.0395
O -5.1808 9.5757 -2.9322 0.2 -0.1 0.0 -0.0402
H -4.5823 9.4929 -3.6812 0.0 0.0 -0.1 0.0592
H -6.0178 9.8500 -3.3182 -0.1 0.0 0.1 0.0619
O -6.2360 7.0605 -1.5279 0.0 0.0 0.0 -0.0584
H -5.6960 7.8227 -1.7655 -0.1 0.0 -0.1 -0.0211
H -5.7815 6.6588 -0.7826 0.0 0.0 0.1 0.0328
O 1.7161 -12.4614 0.4071 0.0 0.0 0.0 -0.0762
H 2.0650 -12.4860 1.3005 0.0 0.0 0.1 0.0230
H 1.3362 -11.5752 0.3100 -0.1 0.0 -0.1 -0.0184
```
Positions in Å, forces in eV/Å.

Output
- Gap between HOMO and LUMO: 10.2 eV
- Energy: -204191.703 eV
- LUMO level: -0.1 eV
- Energy above the lowest of the compared OMol25 structures with the same formula, charge and spin: 0.0 kcal/mol
- Multiplicity: 1
- HOMO energy: -10.29 eV

***

Q: Look up the HOMO energy of the first one.
A: -10.89 eV

***

Q: Which value of multiplicity does entry 3 give?
A: 1

***

Q: The lowest gap between HOMO and LUMO belongs to which entry?
A: C29H56F3N4O3S